Run P
Entry from OMol25: 2 unconnected molecules or ions with the total composition C3HF2NO (ωB97M-V/def2-TZVPD).

Geometry as XYZ:
```
8
C3HF2NO ωB97M-V/def2-TZVPD
F 1.9029 0.5496 0.4154
F 0.6091 1.7967 -0.7623
O -0.1809 -1.6836 -1.8673
N -1.0453 -0.0100 1.8497
C -0.5762 -1.0737 -0.9867
C 0.6225 1.0357 0.2865
C -0.3000 0.5333 1.1283
H -1.0320 -1.1480 -0.0635
```

HOMO (spin up / spin down) (eV): -9.2 / -8.2
Frontier orbital gap (spin up / spin down) (eV): 8.99 / 6.84
Total charge: 0

---

Run Q
Entry from OMol25: 2 unconnected molecules or ions with the total composition C3HF2NO (ωB97M-V/def2-TZVPD).

Geometry as XYZ:
```
8
C3HF2NO ωB97M-V/def2-TZVPD
F 0.2311 -0.9478 1.8516
F -0.4993 1.1063 1.5046
O -0.3749 -0.8552 -2.0266
N 1.9971 0.5168 -0.7352
C 0.2696 0.0932 1.0318
C -1.0158 -0.4407 -1.1312
C 1.3081 0.4425 0.1521
H -1.9159 0.0850 -0.6469
```

HOMO (spin up / spin down) (eV): -8.7 / -8.2
Frontier orbital gap (spin up / spin down) (eV): 8.38 / 7.46
Total charge: 0

---

Tell me which of them is the most stable. Sure, it is run Q.

---

Run P
Entry from OMol25: a gas-phase ion, C3H8NO (charge -1) (ωB97M-V/def2-TZVPD).

Geometry as XYZ:
```
13
C3H8NO ωB97M-V/def2-TZVPD
O -0.2481 1.0390 -2.2165
N 0.6295 -0.3424 -0.3737
C 0.5547 0.0459 -1.9058
C -0.5913 0.1283 0.3398
C -0.4616 -0.2552 1.7941
H -1.2312 0.1657 2.4525
H -0.4613 -1.3350 2.0215
H 0.5117 0.0097 2.2259
H 1.3641 0.2597 -0.0012
H -1.3909 -0.3090 -0.2511
H 1.6371 0.3157 -2.0887
H -0.6648 1.2224 0.3713
H 0.3521 -0.9446 -2.3682
```

HOMO (eV): -2.3
Frontier orbital gap (eV): 6.57
Total charge: -1

---

Run Q
Entry from OMol25: a molecular structure, C3H8NO (ωB97M-V/def2-TZVPD).

Geometry as XYZ:
```
13
C3H8NO ωB97M-V/def2-TZVPD
O -0.6680 0.3115 -2.5700
N 0.0924 -0.2400 2.4479
C 0.2866 0.0022 0.9993
C -0.5904 0.0105 -0.1692
C -0.0210 0.0729 -1.4700
H -1.6878 0.3059 0.0607
H -0.4522 -1.0021 -0.8177
H 1.1581 0.2139 -1.4870
H 3.2704 -0.5580 2.6043
H 0.8664 0.8820 0.9404
H 0.9833 -0.8025 1.3263
H -0.9538 -0.2782 2.6101
H 3.4613 -0.0872 2.0270
```

HOMO (eV): -1.2
Frontier orbital gap (eV): 5.33
Total charge: -1

---

Tell me which of them is the most stable. Sure, it is run P.

---

Run P
Entry from OMol25: a molecular structure, C4H11NO4 (ωB97M-V/def2-TZVPD).

Geometry as XYZ:
```
20
C4H11NO4 ωB97M-V/def2-TZVPD
O 0.0487 -0.3163 0.0649
O 0.5502 1.6959 -0.8892
O 1.9168 -1.2769 1.2841
O 0.4206 1.5251 1.3658
N -2.4771 -0.2422 -0.3397
C 2.1305 -1.1506 -1.1757
C 0.4692 1.0254 0.1093
C 1.7994 -0.5032 0.1490
C -2.8986 1.0852 0.0536
H -2.6409 1.7922 -0.7328
H -2.4522 1.4430 0.9908
H -1.2412 -0.3475 -0.4417
H -2.7275 -0.9040 0.3934
H 2.5011 0.3193 0.3240
H 1.9408 -0.4366 -1.9733
H 3.1837 -1.4317 -1.1909
H 0.4630 0.8135 2.0221
H -3.9882 1.0794 0.1813
H 1.4720 -2.1231 1.1339
H 1.5295 -2.0469 -1.3288
```

HOMO (eV): -8.1
Frontier orbital gap (eV): 8.31
Total charge: 0

---

Run Q
Entry from OMol25: 3 unconnected molecules or ions with the total composition C4H11NO4 (ωB97M-V/def2-TZVPD).

Geometry as XYZ:
```
20
C4H11NO4 ωB97M-V/def2-TZVPD
O -1.5207 1.3731 0.0608
O 0.3151 1.4459 -1.1975
O 0.7882 1.0135 1.8529
O 2.2367 -0.0796 0.4309
N -0.4879 -0.6166 -0.4364
C 1.0015 -1.4031 1.9670
C -1.8047 -0.2324 -2.5209
C 1.0631 -0.1522 1.1554
C -0.6099 0.6615 -0.6138
H 1.1679 -2.2806 1.3434
H 0.0328 -1.4861 2.4581
H 1.7788 -1.3904 2.7503
H 0.2449 -0.9971 -1.0242
H -1.0670 -0.2152 -3.3154
H -2.4868 0.6114 -2.5104
H 1.4205 1.1081 2.5929
H 0.0218 2.3671 -1.1310
H -2.0078 0.7465 0.6176
H -2.2751 -1.1955 -2.3689
H 2.1886 0.7217 -0.1108
```

HOMO (spin up / spin down) (eV): -7.5 / -6.4
Frontier orbital gap (spin up / spin down) (eV): 7.97 / 6.98
Total charge: 0

---

Tell me which of them is the most stable. Sure, it is run P.

---

Run P
Entry from OMol25: 2 unconnected molecules or ions with the total composition C4H10NS2 (ωB97M-V/def2-TZVPD).

Geometry as XYZ:
```
17
C4H10NS2 ωB97M-V/def2-TZVPD
S 0.3762 1.9165 1.2538
S 1.7176 -0.7069 -1.1283
N -1.2001 -0.1988 0.5469
C -0.0529 0.3832 0.5324
C 3.2996 -0.0194 -0.6952
C -2.5209 0.3733 0.9300
C -1.2753 -1.2743 -0.5049
H -2.4364 -1.5479 -0.7272
H 3.8302 0.2488 -1.5776
H -3.2748 -0.3251 0.5077
H 1.3880 2.1910 0.3998
H -0.8943 -0.8965 -1.4161
H 3.7639 -0.8317 -0.1958
H -2.7274 1.2863 0.4176
H 3.1936 0.9723 -0.2268
H -2.5360 0.4699 2.0619
H -0.6509 -2.0406 -0.1781
```

HOMO (spin up / spin down) (eV): -13.5 / -13.5
Frontier orbital gap (spin up / spin down) (eV): 7.19 / 7.19
Total charge: +1

---

Run Q
Entry from OMol25: a gas-phase ion, C4H10NS2 (charge +1) (ωB97M-V/def2-TZVPD).

Geometry as XYZ:
```
17
C4H10NS2 ωB97M-V/def2-TZVPD
S 1.1146 1.9900 -0.0834
S 2.9553 -0.7597 -0.1324
N -0.7805 0.3289 0.4425
C 1.1093 -0.6618 -0.6549
C -2.1382 -0.3859 0.2453
C -0.5401 1.4732 -0.0605
C 0.3821 -0.6620 0.7181
H -2.2577 -0.8852 1.2079
H -2.9817 0.3236 -0.0640
H 0.7569 -1.4915 -1.2997
H 1.0362 -0.3057 1.5185
H 0.9993 0.3153 -1.1783
H -1.3167 2.1927 -0.3374
H -0.0358 -1.6594 0.7446
H 0.9271 3.2805 -0.3834
H -2.1480 -1.1708 -0.5761
H 2.9179 -1.9221 -0.1067
```

HOMO (eV): -12.9
Frontier orbital gap (eV): 8.40
Total charge: +1

---

Run R
Entry from OMol25: a gas-phase ion, C4H10NS2 (charge +1) (ωB97M-V/def2-TZVPD).

Geometry as XYZ:
```
17
C4H10NS2 ωB97M-V/def2-TZVPD
S -0.9791 0.2605 -2.3231
S 3.0255 1.4283 -0.1048
N -0.5168 -0.6336 0.1247
C -1.7118 -1.3659 -0.0516
C 0.9447 1.2666 -0.4913
C -0.1526 0.1859 -0.8226
C 0.1820 -0.9181 1.3477
H -1.5630 -2.2668 0.5596
H 1.0754 -0.3904 1.3686
H 0.8813 2.1170 -1.2306
H -2.0812 -1.5432 -1.0650
H -2.5624 -0.7643 0.6201
H 2.9778 2.2938 0.8132
H -0.2586 1.2993 -2.9425
H -0.4679 -0.7827 2.3277
H 0.7396 1.7794 0.4621
H 0.4673 -1.9654 1.4079
```

HOMO (eV): -13.4
Frontier orbital gap (eV): 8.41
Total charge: +1

---

Tell me which of them is the most stable. Sure, it is run Q.

---

Run P
Entry from OMol25: a molecular structure, C3H16N2O3 (ωB97M-V/def2-TZVPD).

Geometry as XYZ:
```
24
C3H16N2O3 ωB97M-V/def2-TZVPD
O 1.9771 -0.5069 -2.3416
O -1.4659 2.5196 1.7833
O 0.9202 1.9228 0.7707
N -0.2132 0.6121 -1.0077
N -0.2781 -2.1682 0.7512
C -1.2760 -0.0924 -0.2617
C 0.4378 -2.4762 -0.4801
C -0.6064 -0.7850 0.9071
H -1.9893 0.6313 0.1332
H 1.2416 -0.0568 0.5833
H 2.6820 0.1305 -2.5642
H 0.0091 -2.0038 -1.3659
H -1.4139 3.2107 2.4489
H 0.4327 1.2207 -0.1740
H -1.0856 -2.7761 0.8134
H -1.8145 -0.7813 -0.9097
H -1.0570 -0.6564 1.8923
H 1.2279 0.0147 -1.9602
H 1.4865 -2.1701 -0.4052
H 0.4501 -3.5675 -0.6065
H 0.4122 -0.1778 0.9660
H 1.6622 2.4892 0.5414
H -0.5352 2.4498 1.4476
H -0.6491 1.2929 -1.6204
```

HOMO (eV): -8.6
Frontier orbital gap (eV): 6.99
Total charge: 0

---

Run Q
Entry from OMol25: 4 unconnected molecules or ions with the total composition C3H16N2O3 (ωB97M-V/def2-TZVPD).

Geometry as XYZ:
```
24
C3H16N2O3 ωB97M-V/def2-TZVPD
O -1.5711 1.3774 -2.2901
O 0.1004 3.3934 -1.2297
O 1.7351 1.2797 -0.5273
N -0.8371 -0.6111 2.3731
N -0.3219 -0.5335 -0.1366
C -1.0998 -0.0241 0.9840
C 1.2810 -2.1596 0.5027
C -0.0962 -2.0346 -0.1660
H -1.1781 -0.0130 3.0709
H 1.5000 1.0800 0.4088
H 1.8140 0.3228 -0.8665
H -1.8145 2.3617 -2.2566
H -0.7136 -0.1493 -0.9315
H 0.5644 2.8326 -0.5588
H 1.6896 -3.1407 0.3816
H 1.2231 -1.9865 1.5840
H -0.9037 -2.7072 0.1763
H -1.0029 1.3858 -1.5820
H 0.1924 -0.6670 2.5549
H 0.0166 -2.2718 -1.2523
H 0.6208 3.0788 -2.0586
H -1.0482 1.0341 0.9312
H -2.2692 -0.3102 0.7974
H 2.1189 -1.5379 0.0910
```

HOMO (eV): -9.0
Frontier orbital gap (eV): 9.58
Total charge: 0

---

Tell me which of them is the most stable. Sure, it is run Q.

---

Run P
Entry from OMol25: 2 unconnected molecules or ions with the total composition Br2ClHSi (ωB97M-V/def2-TZVPD).

Geometry as XYZ:
```
5
Br2ClHSi ωB97M-V/def2-TZVPD
Br -3.1390 -1.6232 0.2287
Br 0.8961 2.1027 0.9771
Cl -0.1128 -0.0194 -1.7812
Si 0.4899 0.0872 0.1547
H 1.8659 -0.5473 0.4207
```

HOMO (spin up / spin down) (eV): -11.0 / -8.7
Frontier orbital gap (spin up / spin down) (eV): 8.93 / 5.14
Total charge: 0

---

Run Q
Entry from OMol25: 2 unconnected molecules or ions with the total composition Br2ClHSi (ωB97M-V/def2-TZVPD).

Geometry as XYZ:
```
5
Br2ClHSi ωB97M-V/def2-TZVPD
Br -0.9536 2.2736 1.7904
Br 1.3991 -3.5015 -1.4505
Cl -0.5518 -1.0795 0.5342
Si -0.2935 0.7921 0.1424
H 0.3999 1.5153 -1.0166
```

HOMO (spin up / spin down) (eV): -11.1 / -7.0
Frontier orbital gap (spin up / spin down) (eV): 10.34 / 3.27
Total charge: 0

---

Tell me which of them is the most stable. Sure, it is run P.

---

Run P
Entry from OMol25: C2HNO4 in the gas phase (ωB97M-V/def2-TZVPD).

Geometry as XYZ:
```
8
C2HNO4 ωB97M-V/def2-TZVPD
O 2.1247 1.2464 0.9869
O 1.7059 -2.1369 0.1669
O -0.4937 0.0295 1.3439
O 3.1006 0.2802 -0.6581
N 2.3266 0.3572 0.2136
C -0.0289 -0.5026 0.4159
C 1.2731 -1.0570 0.2821
H -0.5198 -0.7720 -0.5784
```

HOMO (eV): -10.3
Frontier orbital gap (eV): 8.94
Total charge: 0

---

Run Q
Entry from OMol25: 2 unconnected molecules or ions with the total composition C2HNO4 (ωB97M-V/def2-TZVPD).

Geometry as XYZ:
```
8
C2HNO4 ωB97M-V/def2-TZVPD
O 0.6640 1.4043 1.2375
O 0.1709 1.1598 -1.9235
O 0.6307 -1.8001 0.5627
O -1.0893 0.2003 1.8352
N 0.0166 0.3825 1.3409
C 0.4075 -0.6699 0.3895
C -0.1753 0.1545 -1.5072
H -0.6250 -0.8314 -1.9353
```

HOMO (eV): -9.5
Frontier orbital gap (eV): 8.82
Total charge: 0

---

Tell me which of them is the most stable. Sure, it is run P.

---

Run P
Entry from OMol25: 2 unconnected molecules or ions with the total composition Br2H4Si2 (ωB97M-V/def2-TZVPD).

Geometry as XYZ:
```
8
Br2H4Si2 ωB97M-V/def2-TZVPD
Br -2.2638 -1.4123 -0.5978
Br 0.3075 -0.4838 -2.8578
Si 0.3903 1.1007 0.3337
Si -0.0093 -0.8862 -0.6488
H -0.5840 2.0910 0.8624
H 1.6958 1.7633 0.4660
H -0.0224 0.0922 2.5890
H 0.4859 -2.2648 -0.1466
```

HOMO (spin up / spin down) (eV): -9.0 / -9.0
Frontier orbital gap (spin up / spin down) (eV): 7.73 / 7.73
Total charge: 0

---

Run Q
Entry from OMol25: Br2H4Si2 in the gas phase (ωB97M-V/def2-TZVPD).

Geometry as XYZ:
```
8
Br2H4Si2 ωB97M-V/def2-TZVPD
Br -0.0622 3.0059 -2.1186
Br -1.3631 -2.4152 -2.3349
Si -1.4020 1.3453 -1.5478
Si -0.1761 -0.8329 -1.0643
H 0.1106 0.3416 0.0362
H -2.4605 1.9011 -0.6247
H 1.1248 -0.9310 -1.7971
H 0.0399 -2.0844 -0.1385
```

HOMO (eV): -9.1
Frontier orbital gap (eV): 7.28
Total charge: 0

---

Tell me which of them is the most stable. Sure, it is run Q.